The following is a DFT calculation (ωB97M-V with the def2-TZVPD basis set) of C38H91IN28O16S2 as an isolated structure at a distorted geometry.

The gap between HOMO and LUMO is 7.330 eV. The value obtained for the maximum force is 4.268 eV/Å. The calculation puts the calculated total energy at -145146.090 eV.

```
176
Properties=species:S:1:pos:R:3:lowdin_charge:R:1
C -3.789 5.608 -6.022 -0.138
O -3.180 4.390 -5.580 -0.211
C -3.530 3.286 -6.429 -0.228
C -3.231 1.886 -5.727 -0.143
C -2.141 1.025 -6.516 -0.183
C -1.031 0.416 -5.563 -0.202
C -0.666 -1.102 -5.905 -0.182
C -1.927 -2.070 -5.731 -0.222
C -1.576 -3.473 -5.090 -0.170
C -1.714 -3.503 -3.498 -0.186
C -1.208 -2.204 -2.798 -0.228
C -2.060 -1.101 -2.340 -0.504
I -4.188 -1.381 -2.627 1.016
C -1.459 0.152 -1.703 -0.154
C -2.465 1.287 -1.243 -0.214
C -3.216 0.807 0.066 -0.274
C -3.883 1.998 0.909 -0.523
S -4.736 3.244 -0.154 0.646
C -0.013 0.305 -1.503 -0.086
C 0.667 1.566 -0.886 -0.136
C 1.828 2.204 -1.758 -0.194
C 1.595 2.193 -3.320 -0.183
C 3.028 2.368 -4.025 -0.142
C 3.700 0.952 -4.325 -0.175
O 4.614 0.578 -3.252 -0.093
C 5.741 -0.087 -3.750 -0.475
C 5.628 -1.306 -4.758 -0.014
O 6.836 0.315 -3.419 0.085
C 0.904 -0.838 -1.918 -0.259
N 2.284 -0.811 -1.731 -0.197
S 2.735 -2.298 -2.350 0.947
N 1.292 -2.960 -2.875 -0.231
C 0.270 -2.067 -2.568 -0.253
H -4.740 5.439 -6.615 0.085
H -4.060 6.210 -5.113 0.082
H -3.109 6.239 -6.671 0.087
H -2.872 3.352 -7.354 0.117
H -4.625 3.323 -6.707 0.116
H -4.223 1.350 -5.676 0.107
H -2.928 2.077 -4.655 0.106
H -1.603 1.651 -7.292 0.106
H -2.721 0.191 -7.022 0.094
H -1.399 0.520 -4.497 0.088
H -0.060 0.984 -5.673 0.097
H 0.139 -1.458 -5.207 0.086
H -0.378 -1.103 -6.992 0.109
H -2.713 -1.488 -5.170 0.054
H -2.341 -2.268 -6.780 0.078
H -2.306 -4.231 -5.503 0.105
H -0.537 -3.734 -5.448 0.113
H -2.759 -3.797 -3.187 0.068
H -1.043 -4.342 -3.134 0.112
H -1.955 2.263 -1.036 0.098
H -3.185 1.437 -2.104 0.061
H -2.492 0.204 0.691 0.114
H -4.064 0.098 -0.160 0.039
H -3.097 2.429 1.583 0.076
H -4.685 1.496 1.528 0.072
H -4.713 2.828 -1.474 -0.122
H 1.150 1.220 0.083 0.124
H -0.085 2.346 -0.565 0.103
H 1.888 3.297 -1.453 0.119
H 2.806 1.748 -1.447 0.082
H 1.172 1.240 -3.733 0.076
H 0.957 3.067 -3.616 0.116
H 3.717 3.035 -3.446 0.118
H 2.820 2.801 -5.054 0.111
H 2.874 0.182 -4.413 0.116
H 4.246 0.936 -5.310 0.121
H 6.582 -1.898 -4.680 0.093
H 4.806 -2.010 -4.440 0.054
H 5.411 -0.959 -5.803 0.076
C 4.869 1.761 1.316 -0.698
O 4.009 1.181 1.963 0.000
N 5.314 1.309 0.115 0.167
N 5.456 2.913 1.745 0.145
H 6.019 1.771 -0.431 0.098
H 4.904 0.460 -0.237 0.096
H 5.153 3.279 2.631 0.099
H 6.163 3.405 1.231 0.092
C -6.912 5.543 -3.106 -0.702
O -5.945 4.942 -3.540 0.031
N -7.165 5.665 -1.777 0.152
N -7.827 6.142 -3.912 0.153
H -7.957 6.154 -1.402 0.097
H -6.512 5.234 -1.144 0.053
H -7.677 6.074 -4.904 0.106
H -8.630 6.639 -3.574 0.096
C -2.626 -2.669 1.234 -0.671
O -3.633 -2.000 0.998 -0.035
N -2.439 -3.324 2.405 0.155
N -1.616 -2.809 0.342 0.194
H -1.624 -3.872 2.615 0.049
H -3.165 -3.243 3.095 0.101
H -1.716 -2.338 -0.539 0.038
H -0.785 -3.350 0.516 0.062
C 0.646 -2.702 4.696 -0.686
O -0.275 -3.058 3.980 0.020
N 1.889 -2.444 4.214 0.178
N 0.511 -2.530 6.043 0.143
H 2.662 -2.151 4.785 0.103
H 2.029 -2.559 3.223 0.109
H -0.396 -2.709 6.440 0.114
H 1.259 -2.237 6.647 0.101
C 6.350 -3.501 -7.922 -0.683
O 5.905 -3.478 -6.787 0.022
N 6.320 -4.618 -8.698 0.149
N 6.915 -2.411 -8.511 0.152
H 6.681 -4.659 -9.633 0.093
H 5.910 -5.444 -8.297 0.106
H 6.955 -1.566 -7.968 0.100
H 7.286 -2.409 -9.442 0.094
C 1.481 -5.360 1.697 -0.674
O 0.481 -4.700 1.467 0.021
N 1.668 -6.015 2.873 0.163
N 2.492 -5.495 0.797 0.162
H 2.482 -6.563 3.084 0.097
H 0.940 -5.936 3.562 0.102
H 2.387 -5.022 -0.085 0.094
H 3.322 -6.032 0.966 0.096
C -11.065 3.424 -2.025 -0.698
O -11.979 3.053 -2.742 0.021
N -9.832 3.738 -2.510 0.154
N -11.198 3.558 -0.676 0.144
H -9.068 4.046 -1.934 0.065
H -9.694 3.652 -3.502 0.104
H -12.095 3.336 -0.280 0.103
H -10.459 3.861 -0.069 0.090
C 3.279 -5.086 7.860 -0.697
O 4.016 -4.213 7.430 0.017
N 3.599 -5.855 8.934 0.159
N 2.069 -5.362 7.297 0.146
H 3.006 -6.575 9.301 0.093
H 4.489 -5.680 9.379 0.086
H 1.800 -4.810 6.500 0.073
H 1.445 -6.072 7.631 0.092
C -4.478 -3.121 -8.688 -0.672
O -3.912 -3.331 -7.628 0.022
N -4.497 -1.894 -9.278 0.158
N -5.140 -4.095 -9.372 0.150
H -4.956 -1.700 -10.148 0.094
H -4.019 -1.149 -8.802 0.094
H -5.148 -5.015 -8.966 0.106
H -5.611 -3.943 -10.244 0.092
C 1.011 1.790 6.394 -0.687
O 0.603 1.842 7.547 0.005
N 0.902 0.673 5.628 0.160
N 1.609 2.847 5.785 0.164
H 1.231 0.610 4.681 0.097
H 0.464 -0.131 6.048 0.071
H 1.707 3.693 6.326 0.069
H 1.952 2.828 4.843 0.097
C 3.437 6.132 7.769 -0.701
O 2.514 5.767 7.058 0.019
N 3.585 7.422 8.171 0.155
N 4.395 5.278 8.221 0.156
H 4.335 7.743 8.754 0.096
H 2.895 8.082 7.856 0.109
H 4.319 4.314 7.944 0.108
H 5.161 5.557 8.806 0.098
C 1.038 3.909 11.511 -0.700
O 0.639 3.967 12.664 0.008
N 0.928 2.790 10.751 0.161
N 1.630 4.966 10.886 0.151
H 1.249 2.724 9.799 0.069
H 0.496 1.989 11.175 0.105
H 1.730 5.814 11.415 0.099
H 1.964 4.940 9.939 0.073
C 5.633 -5.628 12.267 -0.697
O 6.228 -5.465 11.214 0.018
N 5.656 -6.807 12.948 0.147
N 4.895 -4.645 12.851 0.152
H 5.174 -6.961 13.814 0.093
H 6.192 -7.557 12.547 0.105
H 4.855 -3.760 12.376 0.109
H 4.399 -4.758 13.715 0.094
```